{
  "formula": "C46H64AlBrCaF7IN5NaO20P2S",
  "method": "wB97M-V/def2-TZVPD",
  "elements": ["C", "C", "C", "O", "O", "C", "C", "C", "C", "C", "C", "C", "C", "C", "C", "C", "C", "C", "O", "N", "O", "C", "O", "C", "C", "C", "P", "O", "I", "C", "P", "N", "O", "O", "C", "O", "C", "C", "C", "C", "C", "C", "O", "H", "H", "H", "H", "H", "H", "H", "H", "H", "H", "H", "H", "H", "H", "H", "H", "H", "H", "H", "H", "H", "H", "H", "H", "H", "H", "H", "H", "H", "H", "H", "H", "H", "Ca", "C", "O", "O", "O", "H", "N", "C", "C", "C", "C", "C", "H", "H", "H", "H", "H", "Br", "O", "S", "O", "O", "C", "C", "C", "H", "H", "H", "H", "H", "H", "H", "H", "C", "C", "O", "C", "O", "C", "F", "F", "F", "H", "H", "H", "H", "H", "Na", "C", "C", "C", "O", "C", "H", "H", "H", "H", "H", "H", "H", "H", "C", "O", "N", "N", "H", "H", "H", "H", "F", "Al", "F", "F", "F"],
  "xyz": [[-6.0942, 5.6882, -4.8409], [-5.0677, 5.6230, -5.6779], [-4.1968, 6.8066, -5.9584], [-4.6332, 7.8900, -6.1973], [-2.8511, 6.5183, -5.9395], [-2.1437, 7.1402, -4.8522], [-1.9427, 6.1753, -3.6440], [-0.4436, 5.8260, -3.5187], [-0.1034, 5.1679, -2.1352], [0.5237, 6.2190, -1.2049], [0.6293, 5.7738, 0.2826], [1.3712, 4.4428, 0.3768], [2.4932, 4.2793, -0.4563], [3.2121, 3.0995, -0.4001], [2.8903, 2.0688, 0.4714], [1.7955, 2.2222, 1.3353], [1.0305, 3.4029, 1.2692], [-0.1816, 3.5593, 2.1713], [0.0484, 4.2646, 3.3812], [-0.1852, 5.6767, 3.2706], [-1.3155, 5.9264, 3.3937], [1.5103, 1.1161, 2.2858], [0.6636, 1.1560, 3.1485], [2.3432, -0.1531, 2.2285], [2.0342, -1.1970, 3.1013], [2.7542, -2.3924, 3.1051], [2.2981, -3.7040, 4.3158], [0.6920, -3.4419, 4.6531], [3.5031, -3.3332, 6.4968], [3.8241, -2.5795, 2.1747], [4.7059, -4.1181, 2.2402], [3.8389, -5.3669, 1.7686], [5.2277, -4.2654, 3.8399], [6.0645, -4.0960, 1.3933], [4.1329, -1.5275, 1.2957], [5.1623, -1.7317, 0.4123], [4.6425, -1.9135, -0.9342], [4.8540, -3.3290, -1.5087], [3.6559, -3.6900, -2.4212], [3.4091, -2.6538, -3.5566], [3.4158, -0.3259, 1.3365], [3.7556, 0.8326, 0.4344], [4.7061, 0.8247, -0.3056], [-6.6736, 4.7902, -4.7034], [-6.3166, 6.5965, -4.2899], [-4.8195, 4.6812, -6.1623], [-2.6630, 8.0352, -4.4944], [-1.1811, 7.4485, -5.2655], [-2.2438, 6.6776, -2.7143], [-2.5026, 5.2487, -3.8029], [0.1723, 6.7278, -3.5701], [-0.1445, 5.0999, -4.2790], [-0.9843, 4.7113, -1.6240], [0.6011, 4.3551, -2.3352], [1.4851, 6.5740, -1.5800], [-0.1498, 7.0904, -1.2258], [-0.3970, 5.7564, 0.6693], [1.2564, 6.5361, 0.7792], [2.8226, 5.0574, -1.1312], [4.0764, 2.9770, -1.0431], [-0.9260, 4.1441, 1.5907], [-0.6688, 2.6092, 2.3855], [1.2316, -1.1021, 3.8272], [0.1387, -3.8859, 3.9990], [2.9318, -5.0201, 1.4775], [5.6618, -5.1307, 4.0039], [6.5274, -3.2428, 1.4927], [5.1664, -1.1912, -1.5644], [3.5801, -1.6638, -1.0221], [5.7738, -3.3550, -2.1014], [4.8693, -4.0914, -0.7256], [3.8559, -4.6664, -2.8747], [2.7439, -3.7648, -1.8171], [4.2236, -1.9377, -3.6766], [2.4414, -2.1617, -3.4285], [3.3181, -3.2057, -4.4989], [5.1669, -6.7613, 3.2029], [6.8687, 4.0912, 1.3212], [5.6503, 4.3755, 1.1248], [7.1134, 2.6943, 1.2661], [7.8309, 4.8158, 1.5453], [6.2014, 2.4325, 1.0805], [2.6988, 6.5813, 2.3582], [3.1868, 5.6260, 3.1523], [4.2661, 5.8049, 3.9989], [4.8816, 7.0433, 4.0254], [4.3939, 8.0501, 3.2093], [3.3071, 7.7689, 2.4007], [2.6817, 4.6688, 3.0973], [4.6178, 4.9922, 4.6182], [5.7314, 7.2213, 4.6710], [4.8480, 9.0312, 3.1982], [2.8929, 8.5298, 1.7456], [5.0066, -2.0122, 8.2508], [4.0944, -9.2127, -0.9007], [5.1989, -9.7083, -1.6723], [6.5306, -9.6529, -1.1457], [5.1726, -9.0227, -3.1056], [5.1281, -7.5826, -3.1750], [6.4766, -6.9485, -2.8952], [4.8556, -11.3490, -2.2060], [4.3603, -7.1995, -2.4998], [4.8141, -7.3439, -4.1893], [6.7771, -7.0989, -1.8583], [6.4355, -5.8753, -3.0848], [7.2481, -7.3916, -3.5244], [3.8587, -11.3765, -2.6372], [4.9087, -11.9940, -1.3315], [5.6062, -11.6430, -2.9349], [-7.4481, -1.2507, 0.8505], [-8.4617, -0.5196, 0.0078], [-8.2236, 0.9231, 0.0549], [-7.2593, 1.3563, -0.7160], [-6.5753, 0.7079, -1.4578], [-7.1056, 2.8755, -0.5735], [-7.0933, 3.2724, 0.7058], [-8.0896, 3.5465, -1.1819], [-5.9396, 3.2667, -1.1227], [-7.4431, -0.8673, 1.8660], [-7.6718, -2.3118, 0.8773], [-6.4369, -1.1207, 0.4563], [-9.4594, -0.6794, 0.4057], [-8.4682, -0.8723, -1.0203], [-2.2445, 4.2099, 0.1841], [-3.3786, -3.5330, -1.9174], [-2.9923, -4.5276, -0.8318], [-2.9530, -3.6410, 0.4027], [-3.9125, -2.6062, 0.1986], [-4.3435, -2.6226, -1.1737], [-3.8257, -3.9941, -2.7964], [-2.4973, -2.9679, -2.2382], [-3.7739, -5.2823, -0.7255], [-2.0471, -5.0391, -1.0180], [-1.9654, -3.1731, 0.5254], [-3.1963, -4.1835, 1.3179], [-5.3628, -3.0172, -1.2043], [-4.3540, -1.6047, -1.5663], [-8.1220, -2.1186, 4.6826], [-8.0316, -2.2747, 3.4813], [-7.0228, -2.0138, 5.4965], [-9.3278, -2.0350, 5.3238], [-7.0744, -1.8861, 6.4884], [-6.1238, -2.0736, 5.0574], [-10.1517, -2.1111, 4.7565], [-9.4259, -1.9077, 6.3122], [-10.4352, -5.6028, 0.1621], [-9.2505, -4.8194, -0.7879], [-9.3703, -5.3428, -2.4116], [-7.6870, -5.1804, -0.1800], [-9.5010, -3.1108, -0.7222]],
  "gap_ev": 2.121,
  "homo_energy_ev": -6.839
}